An isolated molecule of C5H13NO at a distorted geometry. Source: the OMol25 dataset; level of theory: ωB97M-V with the def2-TZVPD basis set.

The geometry in ORCA input format:
```
! RIJCOSX wB97M-V def2-TZVPD def2/J DEFGRID3
* xyz 0 1
C -1.30672 -1.68711 0.96126
N -1.17461 -0.46000 0.15498
C -0.06251 0.42782 0.61564
C 1.05680 0.34618 -0.44188
C 1.58140 -1.07768 -0.58572
O 0.57906 0.83285 -1.68257
C -0.58137 1.81814 0.84479
H -1.44411 -1.53140 2.02853
H -2.17238 -2.23548 0.57982
H -0.47494 -2.35830 0.77069
H -2.01242 0.04992 0.41665
H 0.38415 0.01044 1.51451
H 1.87710 1.01478 -0.16380
H 2.45584 -1.04364 -1.23795
H 1.94715 -1.46888 0.36294
H 0.84580 -1.68668 -1.10846
H -0.29397 0.45699 -1.86184
H -0.97742 2.24466 -0.08175
H 0.20041 2.47314 1.23027
H -1.38354 1.84073 1.58500
*
```

E_tot in eV: -8933.1278
E_LUMO in eV: 1.04
SMILES: CN[C@H](C)[C@@H](C)O